1.
Formula: C19H27AlBr5F2MgN4O5P
Source: the Open Molecules 2025 dataset
Level of theory: wB97M-V/def2-TZVPD

As for the multiplicity: 1. Its net charge is 0. As for the HOMO-LUMO gap: 0.867 eV.

Last column: Löwdin charge in e.
CARTESIAN COORDINATES (ANGSTROEM)
1 C 3.86 4.56 0.94  -0.005
2 C 2.35 4.77 1.03  -0.421
3 O 1.84 4.96 2.08  0.141
4 N 1.47 4.81 -0.16  -0.088
5 C 1.96 5.74 -1.21  -0.038
6 C 1.26 3.52 -0.73  -0.236
7 C 2.32 2.67 -1.12  0.065
8 C 2.03 1.45 -1.67  0.060
9 C 0.71 0.99 -1.82  -0.219
10 N 0.52 -0.27 -2.34  0.221
11 C -0.73 -0.60 -2.40  -0.115
12 C -1.83 0.24 -2.00  -0.383
13 F -3.07 -0.23 -2.12  -0.042
14 N -1.68 1.44 -1.54  0.098
15 C -0.34 1.84 -1.42  -0.405
16 C -0.08 3.14 -0.89  -0.332
17 P -1.32 4.38 -0.37  0.981
18 C -2.92 4.20 -1.26  -0.292
19 C -1.53 4.46 1.47  -0.269
20 H 4.33 5.42 1.43  0.096
21 H 4.24 4.52 -0.08  0.072
22 H 4.12 3.69 1.54  0.099
23 H 2.92 5.35 -1.59  0.083
24 H 1.21 5.75 -2.00  0.099
25 H 2.06 6.73 -0.78  0.090
26 H 3.36 2.94 -1.03  0.124
27 H 2.85 0.81 -1.99  0.107
28 H -0.96 -1.57 -2.81  -0.001
29 H -3.44 3.26 -1.04  0.017
30 H -2.73 4.20 -2.33  0.044
31 H -3.58 5.04 -1.05  0.043
32 H -0.79 5.19 1.82  0.031
33 H -1.40 3.53 2.02  -0.030
34 H -2.51 4.92 1.65  0.049
35 Al -1.07 1.25 0.63  0.940
36 Br -2.81 -2.62 -1.37  0.290
37 Br -2.43 -3.83 -3.52  0.170
38 C 0.55 -5.22 -0.15  -1.597
39 Br -0.23 -4.19 -1.58  0.441
40 Br 2.34 -4.60 0.15  0.612
41 Br -0.51 -5.18 1.46  0.630
42 H 0.58 -6.25 -0.48  -0.024
43 C -3.31 -6.87 3.45  -0.415
44 O -2.66 -5.89 3.71  -0.027
45 N -4.36 -6.89 2.58  -0.287
46 C -5.11 -8.10 2.28  -0.223
47 C -4.75 -5.65 1.91  -0.053
48 H -3.10 -7.86 3.90  0.133
49 H -5.04 -8.32 1.22  0.108
50 H -6.17 -7.95 2.55  -0.073
51 H -4.72 -8.95 2.85  0.081
52 H -3.90 -5.28 1.33  0.077
53 H -5.01 -4.90 2.66  0.082
54 H -5.59 -5.83 1.25  0.091
55 F 4.35 5.03 3.45  -0.411
56 Mg -6.14 -7.32 4.38  0.511
57 C 5.08 -2.29 -0.78  -0.043
58 C 5.63 -0.99 -1.35  -0.725
59 O 6.84 -0.75 -1.20  0.067
60 O 4.80 -0.25 -1.95  -0.006
61 H 5.86 -2.88 -0.29  0.077
62 H 4.30 -2.06 -0.06  0.054
63 H 4.66 -2.89 -1.59  0.066
64 O 4.00 7.46 -1.91  -0.156
65 H 3.42 8.22 -1.76  -0.034

=====

2.
Formula: C19H27BClF4O7P2
Source: the Open Molecules 2025 dataset
Level of theory: wB97M-V/def2-TZVPD

As for the multiplicity: 1. Its net charge is -1. As for the HOMO-LUMO gap: 6.542 eV.

Last column: Löwdin charge in e.
CARTESIAN COORDINATES (ANGSTROEM)
1 C -0.50 -3.32 -0.99  -0.168
2 C 0.61 -2.11 -0.96  -0.657
3 Cl 1.84 -2.60 0.39  0.435
4 C -0.01 -0.65 -0.43  -0.308
5 P -0.85 0.20 -1.96  0.444
6 O -1.79 1.38 -1.13  -0.117
7 B -1.20 2.01 0.03  -0.639
8 O -1.57 1.47 1.38  0.003
9 O -0.33 3.22 0.09  0.014
10 P 0.91 1.49 -2.41  0.845
11 O 1.88 0.63 -3.62  -0.387
12 O 0.25 2.87 -3.24  -0.375
13 O -1.46 0.95 -3.45  -0.349
14 C -2.51 0.08 -4.07  -0.204
15 F -3.38 0.83 -5.00  -0.070
16 C -3.38 -0.37 -2.71  -0.239
17 C -4.61 -1.44 -2.89  -0.219
18 C -6.02 -0.54 -2.79  -0.089
19 F -4.55 -2.27 -4.12  -0.109
20 O -2.32 -0.79 -1.78  -0.294
21 H -1.16 -3.15 -1.96  0.085
22 H -1.19 -3.30 -0.02  0.094
23 H 0.04 -4.36 -1.15  0.073
24 H 1.25 -2.01 -1.93  0.097
25 H -0.76 -0.93 0.42  0.098
26 H 0.95 -0.06 -0.05  0.054
27 H -0.20 -0.69 -2.88  0.019
28 H -2.48 1.86 1.66  0.123
29 H 0.54 2.88 0.47  0.107
30 H 2.86 0.74 -3.42  0.043
31 H 0.04 3.53 -2.50  0.051
32 H -2.08 -0.98 -4.42  0.172
33 H -3.92 0.65 -2.47  0.145
34 H -4.62 -2.14 -1.94  0.150
35 H -6.01 -0.04 -1.71  0.096
36 H -5.88 0.32 -3.61  0.094
37 H -6.96 -1.21 -2.98  0.076
38 F -1.07 -1.52 3.42  0.069
39 C -0.96 -0.66 4.44  -0.281
40 C -0.16 0.47 4.31  -0.009
41 C -0.06 1.36 5.37  -0.082
42 C -0.75 1.12 6.56  -0.112
43 C -1.55 -0.02 6.69  -0.099
44 C -1.66 -0.91 5.62  -0.023
45 H 0.38 0.63 3.38  0.116
46 H 0.56 2.25 5.28  0.103
47 H -0.67 1.82 7.39  0.094
48 H -2.09 -0.20 7.61  0.098
49 H -2.29 -1.79 5.70  0.112
50 F 3.04 0.48 0.25  0.016
51 C 4.38 0.46 0.23  -0.283
52 C 5.04 -0.53 -0.49  -0.017
53 C 6.43 -0.55 -0.53  -0.086
54 C 7.15 0.42 0.17  -0.111
55 C 6.49 1.41 0.89  -0.095
56 C 5.09 1.43 0.92  -0.017
57 H 4.46 -1.28 -1.02  0.105
58 H 6.95 -1.32 -1.09  0.102
59 H 8.24 0.40 0.15  0.094
60 H 7.06 2.16 1.44  0.099
61 H 4.56 2.20 1.47  0.113

=====

3.
Formula: C19H27BCsF4N6O7PSi
Source: the Open Molecules 2025 dataset
Level of theory: wB97M-V/def2-TZVPD

As for the multiplicity: 1. Its net charge is -2. As for the HOMO-LUMO gap: 4.974 eV.

Last column: Löwdin charge in e.
CARTESIAN COORDINATES (ANGSTROEM)
1 Cs 0.39 0.14 -0.12  0.806
2 O -0.14 2.74 -0.08  -0.252
3 C 0.25 3.88 0.08  -0.231
4 C 1.15 4.33 1.12  -0.117
5 C 1.34 5.69 1.25  0.031
6 C 2.11 6.22 2.27  -0.190
7 C 2.75 5.36 3.19  -0.023
8 C 2.61 4.02 3.08  -0.010
9 C 1.81 3.39 2.03  -0.394
10 O 1.71 2.16 1.95  -0.092
11 N 2.27 7.64 2.39  -0.381
12 O 1.70 8.37 1.58  0.015
13 O 2.96 8.07 3.30  0.008
14 H -0.11 4.68 -0.60  0.125
15 H 0.85 6.37 0.56  0.120
16 H 3.35 5.79 3.98  0.106
17 H 3.09 3.34 3.77  0.105
18 C -2.07 -2.12 5.30  -0.134
19 O -1.08 -1.71 4.37  -0.343
20 P -1.43 -0.74 3.13  0.827
21 O -1.90 0.64 3.92  -0.355
22 C -0.81 1.43 4.40  -0.146
23 O -2.94 -1.23 2.77  -0.337
24 C -3.27 -1.24 1.37  -0.132
25 H -1.55 -2.49 6.19  0.079
26 H -2.67 -2.92 4.87  0.081
27 H -2.72 -1.29 5.58  0.077
28 H -1.22 2.38 4.73  0.080
29 H -0.07 1.62 3.61  0.057
30 H -0.31 0.94 5.24  0.078
31 H -4.24 -1.72 1.28  0.087
32 H -2.54 -1.81 0.80  0.041
33 H -3.34 -0.22 0.99  0.083
34 F -2.25 -4.20 0.77  0.098
35 B -1.03 -4.37 1.44  -1.274
36 F -0.19 -3.24 1.15  0.025
37 F -1.21 -4.49 2.80  0.130
38 F -0.38 -5.52 0.91  0.079
39 N -0.31 -4.01 -1.62  0.148
40 N -1.39 -3.29 -2.12  -0.278
41 N -2.25 -3.81 -2.95  0.112
42 C -3.04 -2.77 -3.18  -0.241
43 N -2.66 -1.68 -2.52  0.015
44 N -1.59 -2.03 -1.84  0.026
45 H -0.69 -4.88 -1.25  0.086
46 H 0.02 -3.50 -0.80  0.068
47 H -3.89 -2.81 -3.84  0.086
48 C 2.70 2.49 -3.42  -0.307
49 Si 1.30 1.16 -3.56  0.482
50 C -0.18 2.38 -3.86  -0.311
51 C 1.64 0.59 -5.38  -0.342
52 C 2.87 0.01 -5.72  -0.139
53 C 3.15 -0.43 -7.00  -0.129
54 C 2.20 -0.33 -8.01  -0.144
55 C 0.96 0.23 -7.70  -0.128
56 C 0.70 0.68 -6.41  -0.124
57 H 2.70 3.17 -4.28  0.008
58 H 3.70 2.05 -3.34  -0.010
59 H 2.54 3.08 -2.52  -0.010
60 H 0.05 3.10 -4.66  0.011
61 H -0.35 2.94 -2.94  -0.018
62 H -1.12 1.88 -4.10  -0.002
63 H 3.63 -0.10 -4.95  0.086
64 H 4.12 -0.87 -7.22  0.084
65 H 2.41 -0.69 -9.01  0.079
66 H 0.20 0.31 -8.47  0.084
67 H -0.27 1.12 -6.21  0.078

=====

4.
Formula: C19H27BNO2PPb
Source: the Open Molecules 2025 dataset
Level of theory: wB97M-V/def2-TZVPD

As for the multiplicity: 1. Its net charge is 0. As for the HOMO-LUMO gap: 5.256 eV.

Last column: Löwdin charge in e.
CARTESIAN COORDINATES (ANGSTROEM)
1 C -2.60 0.04 -3.91  -0.086
2 C -2.46 -1.11 -3.13  -0.042
3 C -1.80 -1.05 -1.89  -0.286
4 C -1.30 0.17 -1.44  -0.288
5 C -1.32 1.28 -2.27  -0.345
6 C -2.04 1.25 -3.48  -0.063
7 C -1.64 -2.31 -1.10  -0.171
8 C -0.33 -3.02 -1.50  -0.187
9 N 0.85 -2.18 -1.42  -0.287
10 Pb -0.78 0.46 0.76  1.011
11 C -0.65 2.59 -1.88  -0.306
12 P 1.09 2.42 -1.34  0.867
13 H -2.88 -2.06 -3.46  0.115
14 H -2.12 2.16 -4.07  0.103
15 H -3.11 0.00 -4.86  0.099
16 H -1.19 3.10 -1.06  0.068
17 H -0.63 3.28 -2.74  0.102
18 H -1.65 -2.16 0.07  0.035
19 H -2.46 -2.99 -1.34  0.114
20 H -0.15 -3.89 -0.85  0.122
21 C 1.51 3.95 -0.50  -0.214
22 C 2.10 2.20 -2.79  -0.222
23 H -0.42 -3.39 -2.54  0.119
24 C 1.38 -1.68 -2.66  -0.103
25 C 1.87 -2.59 -0.49  -0.099
26 H -0.97 2.25 1.08  -0.165
27 H 1.92 -2.47 -3.22  0.086
28 H 0.58 -1.28 -3.29  0.081
29 H 2.10 -0.87 -2.45  0.065
30 H 2.41 -3.49 -0.86  0.085
31 H 2.61 -1.79 -0.39  0.077
32 H 1.44 -2.81 0.49  0.082
33 H 2.20 3.17 -3.32  0.063
34 H 3.09 1.87 -2.48  0.060
35 H 1.66 1.46 -3.48  0.061
36 H 1.58 4.78 -1.22  0.065
37 H 0.74 4.18 0.26  0.053
38 H 2.49 3.81 -0.03  0.065
39 H 1.42 1.31 -0.51  -0.022
40 O -0.53 -2.66 2.43  0.077
41 B -1.40 -1.72 1.75  -0.574
42 O -2.31 -1.21 2.76  0.021
43 C -1.86 -1.67 3.96  -0.241
44 C -2.12 -1.13 5.21  -0.002
45 C -1.24 -1.45 6.24  -0.098
46 C -0.21 -2.38 6.05  -0.099
47 C -0.03 -3.01 4.81  -0.004
48 C -0.82 -2.58 3.76  -0.224
49 H -2.95 -0.43 5.33  0.118
50 H -1.36 -0.96 7.22  0.099
51 H 0.46 -2.63 6.87  0.099
52 H 0.72 -3.77 4.64  0.116

=====

| no. | electronic energy (eV) |
| --- | --- |
| 1 | -413299.8114 |
| 2 | -77120.7946 |
| 3 | -72681.1001 |
| 4 | -40934.6959 |